Record 1
This record from the Open Molecules 2025 dataset describes the ion C3H4NS with charge +1 in a non-equilibrium geometry. The level of theory is ωB97M-V/def2-TZVPD.

Each line ends with the Mulliken charge.
Positions of all 9 atoms, in Å:
C  -1.155  1.846  0.159  -0.005
C  -2.725  0.924  0.086  -0.017
C  -0.525  -0.625  0.134  -0.581
N  -0.143  0.846  -0.145  -0.124
S  -2.422  -0.647  -0.088  0.193
H  -0.063  -1.361  -0.599  0.383
H  -0.498  -0.910  1.182  0.396
H  -0.059  0.950  -1.103  0.349
H  0.844  0.986  0.208  0.405

Calculated values
- Electronic energy: -15485.69047 eV
- SMILES string: C1#CSC[NH2+]1
- LUMO level (spin up / spin down): -7.27 / -7.24 eV
- Net charge: +1
- Spin multiplicity: 1
- Energy above the lowest of the compared OMol25 structures with the same formula, charge and spin: 679.74 kJ/mol

Record 2
This record from the Open Molecules 2025 dataset describes a structure of composition C3H4NiO4 in a non-equilibrium geometry. The level of theory is ωB97M-V/def2-TZVPD.

Each line ends with the Löwdin spin population.
Positions of all 12 atoms, in Å:
O  1.223  -1.163  -0.783  0.021
C  1.505  -0.912  0.437  0.083
C  -0.360  0.255  -0.683  -0.027
O  2.243  -1.500  1.214  0.051
O  1.619  0.468  0.477  0.116
C  0.310  1.089  0.237  0.096
H  -1.381  -0.063  -0.435  -0.004
H  -0.223  0.459  -1.750  0.002
H  -0.135  1.176  1.236  0.008
Ni  3.543  0.122  -0.226  1.691
O  -3.756  -0.126  -0.039  0.939
H  -4.589  0.195  0.315  0.023

Calculated values
- Electronic energy: -52401.11123 eV
- <S²>: 3.770
- LUMO level (spin up / spin down): 2.82 / -0.07 eV
- Net charge: -1
- Spin multiplicity: 4
- Energy above the lowest of the compared OMol25 structures with the same formula, charge and spin: 506.22 kJ/mol

Record 3
This record from the Open Molecules 2025 dataset describes an isolated molecule of C3H4O in a non-equilibrium geometry. The level of theory is ωB97M-V/def2-TZVPD.

Each line ends with the Mulliken charge.
Positions of all 8 atoms, in Å:
C  0.482  -0.663  -0.230  0.088
C  0.217  -1.984  0.138  -0.002
C  0.547  0.819  0.018  -0.692
O  -0.207  -3.133  -0.381  -0.439
H  0.784  1.197  -0.989  0.254
H  -0.554  1.168  0.170  0.195
H  1.253  0.786  0.939  0.272
H  -0.203  -3.093  -1.319  0.324

Calculated values
- Electronic energy: -5218.63714 eV
- SMILES string: CC#CO
- LUMO level: 0.16 eV
- Spin multiplicity: 1
- Energy above the lowest of the compared OMol25 structures with the same formula, charge and spin: 337.66 kJ/mol

Record 4
This record from the Open Molecules 2025 dataset describes an isolated molecule of C3H4O in a non-equilibrium geometry. The level of theory is ωB97M-V/def2-TZVPD.

Each line ends with the Mulliken charge.
Positions of all 8 atoms, in Å:
O  0.705  -1.546  0.157  -0.502
C  0.770  -0.226  -0.302  -0.056
C  -0.258  0.660  0.055  -0.230
C  -1.402  1.120  0.147  -0.341
H  -0.150  -1.705  0.585  0.340
H  1.817  0.031  -0.412  0.354
H  0.296  0.209  -1.319  0.167
H  -1.780  1.457  1.090  0.268

Calculated values
- Electronic energy: -5218.96650 eV
- SMILES string: C#CCO
- LUMO level: 0.70 eV
- Spin multiplicity: 1
- Energy above the lowest of the compared OMol25 structures with the same formula, charge and spin: 305.88 kJ/mol

Record 5
This record from the Open Molecules 2025 dataset describes a cluster of 2 separate species, C3H4O in total. The level of theory is ωB97M-V/def2-TZVPD.

Each line ends with the Mulliken charge.
Positions of all 8 atoms, in Å:
C  -0.766  1.324  0.572  -0.241
C  0.167  -1.207  -0.537  -0.541
C  1.356  -1.369  -0.492  -0.182
H  0.032  0.886  1.181  0.289
H  -1.780  0.946  0.730  0.288
H  -0.911  -1.112  -0.644  0.380
H  2.407  -1.556  -0.502  0.375
O  -0.505  2.087  -0.308  -0.368

Calculated values
- Electronic energy: -5219.98643 eV
- SMILES string: C#C.C=O
- LUMO level: 0.87 eV
- Spin multiplicity: 1
- Energy above the lowest of the compared OMol25 structures with the same formula, charge and spin: 207.47 kJ/mol

Record 6
This record from the Open Molecules 2025 dataset describes an isolated molecule of C3H4O. The level of theory is ωB97M-V/def2-TZVPD.

Each line ends with the Mulliken charge.
Positions of all 8 atoms, in Å:
C  0.026  1.502  -0.276  -0.583
C  0.517  0.544  0.499  -0.154
C  0.100  -0.872  0.319  0.095
H  0.295  2.543  -0.183  0.270
H  -0.684  1.234  -1.035  0.244
H  1.208  0.773  1.320  0.286
H  0.530  -1.611  1.032  0.311
O  -0.650  -1.248  -0.548  -0.469

Calculated values
- Electronic energy: -5222.09653 eV
- SMILES string: C=CC=O
- LUMO level: 0.09 eV
- Spin multiplicity: 1
- Energy above the lowest of the compared OMol25 structures with the same formula, charge and spin: 3.88 kJ/mol

Record 7
This record from the Open Molecules 2025 dataset describes an isolated molecule of C3H4O in a non-equilibrium geometry. The level of theory is ωB97M-V/def2-TZVPD.

Each line ends with the Mulliken charge.
Positions of all 8 atoms, in Å:
C  0.287  0.098  -0.327  -0.054
C  -1.198  0.488  -0.353  -0.027
C  0.974  -0.585  0.611  -0.654
O  -1.457  1.595  -0.738  -0.425
H  0.716  0.405  -1.265  0.285
H  -1.953  -0.153  0.080  0.348
H  1.955  -0.942  0.430  0.242
H  0.676  -0.907  1.563  0.285

Calculated values
- Electronic energy: -5221.68305 eV
- SMILES string: C=CC=O
- LUMO level: 0.35 eV
- Spin multiplicity: 1
- Energy above the lowest of the compared OMol25 structures with the same formula, charge and spin: 43.78 kJ/mol

Record 8
This record from the Open Molecules 2025 dataset describes an isolated molecule of C3H4O in a non-equilibrium geometry. The level of theory is ωB97M-V/def2-TZVPD.

Each line ends with the Mulliken charge.
Positions of all 8 atoms, in Å:
C  -0.718  0.508  -0.067  -0.228
C  0.671  0.027  -0.331  -0.711
C  1.818  -0.305  -0.096  0.218
H  -1.107  -1.269  0.287  0.322
H  -0.478  0.878  0.913  0.211
H  -1.382  1.291  -0.593  0.269
H  2.829  -0.521  0.054  0.425
O  -1.632  -0.609  -0.167  -0.507

Calculated values
- Electronic energy: -5220.14432 eV
- SMILES string: C#CCO
- LUMO level: 0.86 eV
- Spin multiplicity: 1
- Energy above the lowest of the compared OMol25 structures with the same formula, charge and spin: 192.24 kJ/mol